Density functional theory data (ωB97M-V/def2-TZVPD) for a cluster of 8 separate species, C18H50N2O8 in total.

Calculated values
* SMILES: CC1(C)CCCC(C)(C)N1O.CC1(C)CCCC(C)(C)N1O.O.O.O.O.O.O
* energy: -1427.1576 a.u.
* E_LUMO: -0.47 eV
* largest force on an atom: 2.0 eV Å⁻¹
* HOMO energy: -0.3078 Eh
* orbital gap: 7.90 eV
* M: 422.604 g/mol
* energy above the lowest of the compared OMol25 structures with the same formula, charge and spin: 58.3 kJ/mol

Last column: Löwdin charge in e.
Element x y z (Å)
C 4.812 0.671 -1.872  -0.022
C 3.396 0.379 -2.426  -0.487
C 2.358 1.156 -1.578  -0.140
C 2.279 2.630 -2.022  -0.160
C 2.053 2.598 -3.545  -0.132
C 3.181 1.962 -4.365  -0.518
N 3.259 0.577 -3.887  -0.109
O 4.186 -0.205 -4.592  -0.023
C 2.800 1.924 -5.852  -0.025
C 4.462 2.787 -4.176  -0.026
C 3.072 -1.112 -2.177  -0.040
H 4.904 1.726 -1.640  0.071
H 5.563 0.265 -2.552  0.078
H 4.909 0.012 -1.007  0.082
H 1.391 0.678 -1.442  0.097
H 2.741 1.210 -0.553  0.104
H 3.143 3.244 -1.774  0.095
H 1.411 3.168 -1.639  0.106
H 1.878 3.601 -3.943  0.127
H 1.167 1.986 -3.731  0.119
H 3.396 1.207 -6.413  0.078
H 1.756 1.654 -6.013  0.084
H 2.965 2.908 -6.295  0.079
H 4.568 3.230 -3.186  0.062
H 5.393 2.231 -4.321  0.079
H 4.444 3.646 -4.849  0.085
H 3.133 -1.464 -1.150  0.074
H 3.774 -1.715 -2.761  0.080
H 2.092 -1.298 -2.620  0.088
H 5.020 0.297 -4.552  0.079
C -3.311 0.240 1.153  -0.007
C -3.208 0.001 2.674  -0.496
C -4.595 0.103 3.275  -0.141
C -4.670 -0.472 4.692  -0.179
C -4.084 -1.856 4.804  -0.141
C -2.671 -2.009 4.203  -0.510
N -2.667 -1.353 2.901  -0.096
O -1.524 -1.644 2.132  -0.034
C -1.649 -1.496 5.254  -0.022
C -2.396 -3.499 4.018  -0.051
C -2.297 1.068 3.309  -0.015
H -3.542 -0.681 0.616  0.099
H -2.372 0.626 0.770  0.049
H -4.163 0.908 1.060  0.095
H -4.963 1.132 3.276  0.127
H -5.343 -0.406 2.657  0.127
H -5.718 -0.456 5.000  0.115
H -4.158 0.193 5.396  0.105
H -4.755 -2.629 4.413  0.123
H -4.036 -2.145 5.860  0.122
H -0.672 -1.509 4.760  0.079
H -1.920 -0.482 5.537  0.061
H -1.600 -2.100 6.155  0.086
H -2.487 -4.021 4.977  0.087
H -3.014 -4.024 3.287  0.089
H -1.380 -3.804 3.737  0.074
H -2.381 1.143 4.390  0.065
H -2.490 2.079 2.944  0.099
H -1.255 0.831 3.061  0.067
H -0.817 -1.063 2.480  0.086
O 0.513 1.724 0.776  -0.038
H 0.845 2.346 1.437  0.078
H 0.587 0.857 1.191  0.045
O -0.917 -1.044 -0.895  -0.049
H -0.366 -1.838 -0.807  0.019
H -1.438 -1.017 -0.080  0.010
O 1.021 -2.997 0.449  -0.046
H 1.249 -2.255 1.020  0.044
H 0.414 -3.533 0.980  0.054
O -1.635 2.513 -0.804  -0.097
H -1.944 1.764 -1.350  -0.009
H -1.018 2.117 -0.161  -0.029
O -0.587 -4.194 -2.046  -0.050
H 0.151 -4.159 -1.425  0.008
H -1.374 -4.253 -1.492  0.038
O -1.991 0.583 -2.842  -0.075
H -1.411 0.715 -3.599  0.044
H -1.468 0.040 -2.206  0.001